An isolated ion of composition C22H34N3O and charge +1. Source: the Open Molecules 2025 dataset; level of theory: ωB97M-V/def2-TZVPD.

total charge	+1
LUMO energy	-0.098	hartree
ΔE to the lowest compared entry with this formula, charge and spin	0.0000	eV
SMILES	CCCCc1nc2ccccc2c(NC(=O)C[NH+](CC)CC)c1CCC
orbital gap	8.8479	eV

Last column: Mulliken charge in e.
Element x y z (Å)
H 0.6336 -3.1963 -2.1713  0.392
C -2.1177 1.7794 2.8099  -0.398
H 2.4911 0.5982 -1.1103  0.514
H -0.1482 4.6986 -0.3799  0.391
H 1.7110 1.9250 -1.9652  0.202
H 1.0842 -3.6982 0.0974  0.422
C -0.8171 -4.2704 0.7052  -0.524
H 0.1573 -4.8445 -1.7547  0.465
C -0.1450 0.6306 1.9401  0.528
H -2.2250 -4.2008 -1.6983  0.322
C 1.4996 -1.7287 0.6231  0.649
H -1.5062 -3.6889 -3.2138  0.411
H -1.8129 -2.5017 -1.9564  0.327
C 0.8655 0.6073 0.9475  -0.355
H -0.3964 -3.3017 2.6064  0.221
H 4.4079 1.1007 0.5296  0.243
H -1.1322 1.5154 -2.1433  -0.153
C -0.0140 2.6418 0.0446  0.538
C 2.0906 1.6082 -0.9935  -1.488
H 2.7475 -0.2823 1.2214  0.195
H 0.8407 3.8184 -1.5528  0.283
H -0.6729 -1.7659 0.8720  0.342
C 0.9726 1.6087 0.0081  1.365
C -1.0745 1.7033 1.8639  -0.646
C -2.4687 2.3060 -3.6341  -1.517
C -1.2797 -0.1973 3.8966  -0.868
N 0.0674 -3.4703 -0.1764  0.358
N 1.7914 -0.4827 0.9470  0.336
C -0.0591 3.7693 -0.9446  -0.842
C 3.2308 2.5489 -0.5698  -0.339
H -0.8277 -5.2917 0.3198  0.469
H 3.9462 2.6114 -1.3912  0.516
H 2.8317 3.5489 -0.3954  0.311
H 0.7189 -4.6083 2.1876  0.342
H -2.1797 3.5784 -1.2160  0.397
C -1.4979 -3.5257 -2.1398  -1.089
H -3.3622 2.2182 -3.0205  0.371
C -0.3169 -4.2797 2.1398  -1.150
H -2.4078 1.4356 -4.2834  0.399
H -1.3749 4.5392 -2.4618  0.481
H -3.0113 0.9036 4.5293  0.411
N -0.9819 2.6492 0.9192  -0.588
C -1.2933 3.6412 -1.8484  -0.967
H -2.5701 3.1899 -4.2583  0.349
H -2.8106 2.6009 2.7295  0.529
C -2.2186 0.8423 3.8002  -0.717
C -0.2631 -0.3060 2.9867  -0.493
H -0.9169 -4.9728 2.7223  0.431
H 4.7468 2.7751 0.9390  0.461
C 0.0684 -2.0272 0.1167  -1.154
H -0.3426 2.4824 -3.3959  0.196
C -1.2275 2.4168 -2.7575  0.503
H -1.3583 -0.9084 4.7051  0.471
H 0.4798 -1.0861 3.0896  0.750
H -0.1262 -1.4348 -0.7783  0.236
C -0.0955 -3.7911 -1.6169  -0.497
O 2.2775 -2.6743 0.6560  -0.738
C 3.9524 2.0778 0.6868  -1.286
H 3.2699 2.0321 1.5343  0.268
H -1.8301 -3.8670 0.6528  0.412

Forces on atoms 1 to 3 (eV/Å):
0.0462 -0.0385 0.1578
-0.0345 -0.1575 0.1935
-0.0365 0.0479 -0.0680